(1)
Computed, not measured: 2 unconnected molecules or ions with the total composition C3H3FN2O, with ωB97M-V/def2-TZVPD.

The geometry in XYZ format:
```
10
C3H3FN2O | the Open Molecules 2025 dataset | ωB97M-V/def2-TZVPD
C 1.067 -0.819 1.004
C 0.143 -0.060 1.714
C -0.091 0.195 -0.375
N 0.903 -0.615 -0.294
N -0.752 0.999 -2.224
O -0.576 0.622 0.758
F -2.089 0.657 -2.153
H 1.774 -1.420 1.542
H -0.163 0.044 2.778
H -0.215 0.396 -2.748
```

- energy relative to the best compared isomer or geometry (same formula, charge and spin) (kJ/mol) = 599.2
- HOMO level (alpha / beta) (eV) = -9.66 / -9.66
- Kohn-Sham gap (alpha / beta) (eV) = 9.184 / 9.183
- E_LUMO (alpha / beta) (eV) = -0.4794 / -0.4801

Let us look at the natural (NBO) charges, expressed in e, one per atom:
1. C -0.094
2. C 0.019
3. C 0.611
4. N -0.523
5. N -0.133
6. O -0.416
7. F -0.232
8. H 0.217
9. H 0.225
10. H 0.325

***

(2)
Computed, not measured: a single C3H3FN2O molecule, with ωB97M-V/def2-TZVPD.

The geometry in XYZ format:
```
10
C3H3FN2O | the Open Molecules 2025 dataset | ωB97M-V/def2-TZVPD
C -0.415 1.113 0.161
C -1.350 0.266 0.013
C 0.970 0.630 -0.007
N -0.171 -1.515 -0.209
N 1.022 -0.786 -0.016
O 1.972 1.293 -0.069
F -2.598 0.063 -0.178
H -0.684 2.095 0.159
H -0.635 -2.022 0.651
H 1.888 -1.137 -0.505
```

- energy relative to the best compared isomer or geometry (same formula, charge and spin) (kJ/mol) = 453.0
- HOMO level (eV) = -9.09
- Kohn-Sham gap (eV) = 9.202
- E_LUMO (eV) = 0.1130

Let us look at the natural (NBO) charges, expressed in e, one per atom:
1. C -0.490
2. C 0.660
3. C 0.647
4. N -0.508
5. N -0.497
6. O -0.568
7. F -0.254
8. H 0.255
9. H 0.347
10. H 0.408

***

(3)
Computed, not measured: a single C3H3FO2 molecule, with ωB97M-V/def2-TZVPD.

The geometry in XYZ format:
```
9
C3H3FO2 | the Open Molecules 2025 dataset | ωB97M-V/def2-TZVPD
C -0.872 0.881 1.132
C -0.372 -0.134 0.443
C 0.724 0.013 -0.470
O 1.561 0.787 -0.788
O 0.451 -1.373 -1.396
F 1.581 -1.713 -2.079
H -1.724 0.770 1.610
H -0.462 1.893 0.892
H -0.886 -1.125 0.654
```

- SMILES string = C=CC(=O)OF
- energy relative to the best compared isomer or geometry (same formula, charge and spin) (kJ/mol) = 459.6
- HOMO level (eV) = -10.76
- Kohn-Sham gap (eV) = 10.087
- E_LUMO (eV) = -0.6724

Let us look at the natural (NBO) charges, expressed in e, one per atom:
1. C -0.227
2. C -0.368
3. C 0.772
4. O -0.456
5. O -0.241
6. F -0.143
7. H 0.196
8. H 0.209
9. H 0.258

***

> Which value of energy relative to the best compared isomer or geometry (same formula, charge and spin) does entry 1 give?

599.2 kJ/mol

***

> The highest energy relative to the best compared isomer or geometry (same formula, charge and spin) belongs to which entry?

number 1

***

What did the third record say?
Computed, not measured: a single C3H3FO2 molecule, with ωB97M-V/def2-TZVPD.

The geometry in XYZ format:
```
9
C3H3FO2 | the Open Molecules 2025 dataset | ωB97M-V/def2-TZVPD
C -0.872 0.881 1.132
C -0.372 -0.134 0.443
C 0.724 0.013 -0.470
O 1.561 0.787 -0.788
O 0.451 -1.373 -1.396
F 1.581 -1.713 -2.079
H -1.724 0.770 1.610
H -0.462 1.893 0.892
H -0.886 -1.125 0.654
```

- SMILES string = C=CC(=O)OF
- energy relative to the best compared isomer or geometry (same formula, charge and spin) (kJ/mol) = 459.6
- HOMO level (eV) = -10.76
- Kohn-Sham gap (eV) = 10.087
- E_LUMO (eV) = -0.6724

Let us look at the natural (NBO) charges, expressed in e, one per atom:
1. C -0.227
2. C -0.368
3. C 0.772
4. O -0.456
5. O -0.241
6. F -0.143
7. H 0.196
8. H 0.209
9. H 0.258

***

> Among the records above, which one has the lowest energy relative to the best compared isomer or geometry (same formula, charge and spin)?

number 2